Entry 1:
Below is a structure of composition C23H30Br40ClIN at a distorted geometry, with properties calculated with wB97M-V/def2-TZVPD.

Geometry as XYZ:
```
96
Properties=species:S:1:pos:R:3:forces:R:3
C 2.482 1.604 2.024 -0.25 0.42 -0.99
C 3.417 0.765 1.067 0.40 0.20 0.80
C 3.160 -0.766 1.143 0.50 -0.23 0.13
I 4.607 -1.731 -0.205 -0.61 0.13 0.39
C 1.682 -1.195 0.857 0.43 3.08 0.56
N 1.331 -1.930 -0.378 -2.39 -1.99 0.35
C 0.164 -2.528 -0.258 1.08 1.52 1.01
C -0.403 -2.282 1.169 -0.76 -1.77 0.24
C -1.749 -1.489 1.372 0.23 0.87 0.48
C -1.777 0.054 1.032 -0.52 -0.39 -0.93
C -1.634 0.383 -0.509 0.07 1.18 0.75
Cl -3.480 0.605 1.492 0.83 -0.40 0.07
C 0.898 -1.918 1.977 0.30 -1.38 -1.86
Br 0.732 -1.074 3.731 -0.03 -0.54 -1.15
H 2.118 2.476 1.428 0.25 -0.50 0.58
H 3.037 2.017 2.895 -0.51 -0.56 -0.47
H 1.558 1.059 2.337 0.96 0.46 -0.03
H 3.381 1.145 0.025 -0.18 -0.38 0.53
H 4.471 0.931 1.418 -0.88 -0.26 -0.49
H 3.471 -1.104 2.165 -0.43 0.05 -0.93
H 1.143 -0.216 0.697 0.48 -0.65 0.15
H 1.846 -2.022 -1.256 0.47 0.43 0.48
H -0.265 -3.119 -1.097 0.23 0.57 0.75
H -0.673 -3.313 1.533 -0.02 0.79 -0.44
H -1.967 -1.580 2.470 0.19 -0.01 -0.98
H -2.590 -1.997 0.846 0.72 0.36 0.20
H -1.107 0.667 1.689 -0.43 -0.70 -0.70
H -0.618 0.156 -0.916 -0.73 -0.09 0.27
H -2.452 -0.096 -1.102 0.83 0.07 0.51
H -1.800 1.506 -0.662 0.61 -1.90 0.34
H 1.403 -2.919 2.071 -0.27 0.97 0.62
C -0.324 -6.789 2.677 -0.10 -0.21 0.20
Br -0.608 -5.356 3.949 0.07 -0.13 -0.28
Br -1.712 -8.130 2.782 0.24 0.36 -0.05
Br -0.116 -6.105 0.876 -0.01 -0.10 0.08
H 0.610 -7.273 2.944 -0.09 0.08 -0.05
C 0.418 1.501 -4.804 -0.09 0.26 0.01
Br 1.145 -0.261 -4.437 -0.03 0.15 0.03
Br -1.510 1.509 -4.703 0.27 0.01 0.10
Br 1.211 2.879 -3.697 -0.20 -0.29 -0.13
H 0.684 1.741 -5.829 -0.01 -0.12 0.15
C -0.646 -8.714 6.678 -0.07 0.08 0.09
Br 0.616 -9.735 5.620 -0.15 0.14 0.14
Br -2.048 -9.832 7.402 0.29 0.11 -0.15
Br 0.243 -7.688 8.057 -0.07 -0.25 -0.22
H -1.120 -8.003 6.008 0.04 -0.08 0.09
C 8.237 -2.650 2.731 0.19 -0.07 -0.09
Br 8.632 -4.542 2.830 -0.13 0.32 -0.03
Br 8.576 -1.932 0.964 -0.18 -0.15 0.34
Br 6.435 -2.261 3.331 0.19 -0.03 0.05
H 8.913 -2.148 3.414 -0.13 -0.05 -0.06
C 6.270 -0.630 7.117 0.12 0.01 0.08
Br 6.441 -0.516 9.041 -0.07 0.02 -0.35
Br 4.421 -0.813 6.571 0.19 0.04 0.03
Br 7.136 0.854 6.227 -0.16 -0.21 0.12
H 6.784 -1.533 6.804 -0.09 0.11 0.01
C 0.704 7.345 -3.350 -0.12 0.02 -0.04
Br 0.820 7.291 -5.279 -0.05 0.04 0.30
Br -1.069 6.893 -2.722 0.26 -0.01 -0.15
Br 2.059 6.241 -2.526 -0.08 0.10 -0.03
H 0.900 8.368 -3.048 -0.01 -0.14 -0.03
C -5.026 1.619 -2.133 -0.22 -0.24 0.07
Br -5.045 1.741 -4.076 0.21 0.16 0.82
Br -3.744 2.752 -1.216 -0.80 0.61 -0.82
Br -6.815 1.911 -1.460 0.24 -0.03 0.02
H -4.747 0.602 -1.878 -0.09 0.10 -0.05
C -9.590 -0.245 1.025 -0.02 0.01 -0.04
Br -7.969 -0.290 2.083 -0.19 0.03 -0.18
Br -10.193 1.568 0.712 0.17 -0.29 0.00
Br -9.398 -1.237 -0.627 0.00 0.19 0.25
H -10.361 -0.740 1.604 0.11 0.07 -0.07
C 0.168 3.395 -8.943 -0.11 0.15 -0.08
Br 0.884 1.654 -8.483 -0.09 0.20 -0.10
Br -1.765 3.421 -8.858 0.32 -0.02 0.09
Br 0.948 4.800 -7.862 -0.14 -0.34 -0.08
H 0.447 3.591 -9.972 -0.01 -0.07 0.14
C -3.431 -4.925 8.485 -0.12 -0.02 0.19
Br -3.496 -6.714 9.219 0.05 0.35 -0.14
Br -3.204 -3.585 9.863 0.02 -0.23 -0.24
Br -2.082 -4.769 7.102 -0.18 -0.01 0.21
H -4.390 -4.738 8.015 0.14 -0.02 0.03
C -4.027 8.055 -5.772 0.04 0.11 0.03
Br -2.877 7.000 -6.918 -0.09 0.08 0.16
Br -4.841 6.967 -4.397 0.13 0.08 -0.15
Br -3.108 9.589 -5.028 -0.12 -0.29 -0.14
H -4.829 8.436 -6.394 0.10 -0.03 0.09
C -5.980 4.805 -7.423 -0.20 0.04 0.01
Br -5.054 3.158 -6.989 -0.05 0.37 -0.45
Br -6.243 4.992 -9.331 0.05 -0.06 0.33
Br -7.641 4.960 -6.437 0.28 -0.08 -0.22
H -5.346 5.626 -7.106 -0.02 -0.19 -0.02
C 9.405 0.816 -2.184 0.09 0.13 -0.06
Br 9.119 2.191 -0.852 -0.01 -0.23 -0.21
Br 7.999 -0.516 -2.150 0.15 0.21 -0.12
Br 9.640 1.564 -3.953 -0.10 -0.13 0.32
H 10.329 0.310 -1.927 -0.14 0.04 -0.03
```
Forces are in eV/Å.

energy	-2848138.90717	eV
2S+1	1
total charge	+1

Here are the Löwdin charges for atoms 1 to 6, given in e: -0.10 -0.30 -0.63 0.85 -0.35 0.12

=====

Entry 2:
Below is a cluster of 5 separate species, C23H30Br9F5O4 in total at a distorted geometry, with properties calculated with wB97M-V/def2-TZVPD.

Geometry as XYZ:
```
71
Properties=species:S:1:pos:R:3:forces:R:3
C 2.164 4.087 -0.200 -0.02 0.12 0.32
C 0.631 4.049 -0.213 0.57 0.24 -0.22
C -0.001 3.205 -1.327 0.73 0.02 0.35
Br -0.974 4.498 -2.525 -0.36 0.02 0.25
O 0.913 2.616 -2.251 -0.36 0.32 -0.45
C 0.046 1.936 -3.108 0.12 0.05 1.40
O 0.228 1.769 -4.246 0.37 -0.47 -1.42
O -1.026 1.509 -2.399 -0.49 0.33 0.02
C -0.771 1.913 -1.030 -0.21 -0.98 0.42
C 0.056 0.697 -0.481 0.89 0.63 0.56
C 1.299 0.988 0.356 -0.11 -1.09 0.10
O 1.052 1.661 1.568 -0.15 0.54 -0.15
C -2.065 1.943 -0.180 -1.11 0.58 -1.26
F -2.756 0.829 -0.563 0.06 -0.28 0.22
F -1.784 1.790 1.137 0.42 0.09 0.14
C -3.000 3.126 -0.335 -0.39 0.18 -0.11
C -2.733 4.367 0.227 0.09 0.06 0.33
C -3.610 5.431 0.088 -0.06 -0.14 0.03
C -4.799 5.278 -0.609 0.23 -0.32 -0.06
C -5.082 4.032 -1.154 0.09 0.24 -0.17
C -6.387 3.822 -1.890 -0.06 -0.42 1.14
F -7.351 4.600 -1.357 0.00 0.26 -0.34
F -6.322 4.058 -3.197 0.00 0.11 -0.21
F -6.821 2.554 -1.718 0.10 -0.04 -0.34
C -4.192 2.974 -1.030 -0.18 0.02 -0.24
H 2.469 5.007 0.296 0.01 0.10 -0.02
H 2.602 4.088 -1.193 -0.03 -0.06 -0.10
H 2.578 3.285 0.399 0.09 -0.14 -0.09
H 0.280 3.770 0.776 -0.12 -0.39 -0.06
H 0.309 5.069 -0.378 -0.16 0.07 0.00
H -0.573 0.026 0.099 -0.31 0.08 -0.07
H 0.400 0.114 -1.329 -0.06 0.01 -0.18
H 1.738 0.003 0.593 -0.25 0.76 0.03
H 2.041 1.495 -0.251 0.02 0.40 0.22
H 0.400 1.132 2.054 0.43 0.30 -0.13
H -1.837 4.538 0.806 0.10 -0.14 0.01
H -3.355 6.370 0.556 -0.05 0.13 -0.04
H -5.497 6.091 -0.729 -0.05 0.11 0.07
H -4.469 2.043 -1.497 0.16 -0.19 0.08
Br 3.824 -0.082 3.206 -0.05 0.04 0.04
C 2.803 -1.188 4.437 0.20 0.08 -0.16
C 1.745 -1.986 3.725 -0.01 -0.06 0.22
Br 0.206 -0.894 3.239 -0.12 -0.27 0.20
H 2.395 -0.526 5.192 -0.04 -0.02 0.01
H 3.531 -1.855 4.894 -0.06 -0.06 0.00
H 1.342 -2.757 4.379 0.00 0.05 -0.03
H 2.105 -2.439 2.807 0.00 0.05 -0.03
Br -0.207 -4.526 -0.461 -0.15 0.01 -0.20
C 1.645 -4.607 -1.039 -0.13 -0.20 0.22
C 2.519 -3.911 -0.034 0.31 0.14 -0.16
Br 2.355 -1.973 -0.162 0.18 -0.80 -0.07
H 1.689 -4.171 -2.032 0.03 0.07 0.03
H 1.899 -5.664 -1.098 0.01 0.00 0.02
H 3.569 -4.131 -0.216 -0.10 0.02 -0.02
H 2.260 -4.175 0.988 -0.05 -0.04 -0.03
Br 5.792 -5.083 -1.443 0.13 -0.11 -0.06
C 5.834 -4.972 -3.385 0.00 0.20 0.14
C 4.454 -5.082 -3.975 -0.01 -0.20 -0.18
Br 3.797 -6.912 -3.945 -0.04 0.06 0.08
H 6.505 -5.752 -3.728 -0.05 -0.04 -0.03
H 6.265 -3.999 -3.610 -0.03 0.01 0.00
H 4.465 -4.795 -5.024 0.04 0.02 0.01
H 3.724 -4.479 -3.444 0.05 0.06 0.01
Br -3.936 -5.064 4.280 0.05 0.01 0.06
C -2.802 -3.542 3.854 -0.20 -0.08 -0.05
C -1.816 -3.869 2.766 0.14 0.12 -0.08
Br -0.345 -4.954 3.430 -0.02 -0.09 0.02
H -2.322 -3.239 4.778 0.05 0.02 -0.02
H -3.483 -2.759 3.525 0.04 0.01 -0.05
H -1.351 -2.960 2.388 -0.07 -0.08 0.03
H -2.262 -4.417 1.943 -0.05 -0.05 0.05
```
Forces are in eV/Å.

energy	-676498.23285	eV
2S+1	1
total charge	0
structure (SMILES)	CC[C@@]1(Br)OC(=O)O[C@]1(CCO)C(F)(F)c1cccc(C(F)(F)F)c1.BrCCBr.BrCCBr.BrCCBr.BrCCBr

Here are the Löwdin charges for atoms 1 to 6, given in e: -0.06 -0.22 -0.58 0.93 0.00 -0.63

=====

Entry 3:
Below is a structure of composition C23H30BrCaF4N2O2P at a distorted geometry, with properties calculated with wB97M-V/def2-TZVPD.

Geometry as XYZ:
```
64
Properties=species:S:1:pos:R:3:forces:R:3
Ca -0.002 -0.685 0.484 -0.02 0.46 0.49
C 3.423 -0.992 0.145 -0.10 0.10 0.01
N 2.257 -0.374 -0.485 -0.07 0.40 -0.26
C 2.142 -0.832 -1.879 0.08 0.11 0.10
C 2.363 1.109 -0.419 -0.13 -0.15 -0.12
C 1.175 1.860 -1.035 -0.27 -0.13 0.06
N -0.064 1.323 -0.483 -0.57 0.73 -0.41
C -1.298 1.806 -0.823 0.85 -0.41 0.30
C -2.451 1.161 -0.308 0.11 0.03 -0.05
F -2.266 0.058 0.502 0.04 0.18 -0.05
C -3.740 1.527 -0.587 0.08 0.03 0.04
F -4.737 0.817 -0.041 -0.12 -0.03 0.02
C -4.017 2.602 -1.411 -0.18 -0.01 0.00
C -2.922 3.258 -1.928 0.27 0.07 -0.06
F -3.100 4.308 -2.743 -0.11 0.08 -0.04
C -1.619 2.889 -1.651 -0.17 0.16 -0.11
F -0.627 3.610 -2.213 0.10 0.11 -0.09
H 4.346 -0.756 -0.400 0.03 -0.01 0.00
H 3.296 -2.074 0.177 0.00 0.00 -0.01
H 3.524 -0.624 1.166 0.01 -0.02 0.01
H 2.979 -0.454 -2.481 0.03 -0.03 -0.03
H 1.210 -0.488 -2.326 0.00 0.01 0.07
H 2.147 -1.920 -1.906 -0.01 0.01 0.02
H 3.288 1.437 -0.914 0.03 0.00 -0.01
H 2.446 1.376 0.640 -0.03 -0.02 0.01
H 1.220 1.783 -2.128 -0.01 -0.06 -0.02
H 1.325 2.922 -0.816 0.03 0.03 0.07
H -5.028 2.906 -1.639 0.05 -0.02 0.01
Br 0.693 -8.142 1.887 0.03 -0.10 0.11
C 0.275 -6.907 0.520 -0.03 0.10 -0.12
C 0.020 -7.374 -0.760 -0.01 0.04 -0.06
C -0.288 -6.464 -1.765 0.00 0.00 0.07
C -0.343 -5.106 -1.484 -0.03 -0.16 -0.06
C -0.078 -4.658 -0.198 -0.01 0.01 -0.06
C 0.235 -5.556 0.815 0.04 -0.02 0.01
C -0.115 -3.189 0.087 0.03 0.06 0.06
O 0.275 -2.780 1.232 -0.17 -0.72 -0.41
O -0.512 -2.406 -0.834 0.16 -0.80 0.34
H 0.062 -8.435 -0.967 0.00 0.02 0.00
H -0.487 -6.822 -2.767 0.00 0.00 0.02
H -0.593 -4.382 -2.247 0.01 -0.01 0.01
H 0.448 -5.191 1.810 -0.02 0.01 -0.02
C 2.204 -0.717 5.316 0.07 0.00 0.11
C 1.917 -0.604 3.822 0.06 0.02 0.13
P 0.231 -0.038 3.352 0.13 -0.33 -0.29
C -0.839 -1.169 4.325 -0.03 0.01 0.08
C -2.301 -1.169 3.879 -0.08 0.01 -0.01
C 0.106 1.600 4.140 -0.05 0.16 0.15
C -1.119 2.391 3.678 -0.08 0.03 -0.02
H 3.230 -1.043 5.499 -0.02 0.00 -0.05
H 1.546 -1.443 5.797 0.01 0.01 -0.04
H 2.075 0.237 5.831 -0.01 -0.01 -0.06
H 2.069 -1.566 3.324 -0.06 -0.02 0.03
H 2.618 0.089 3.347 0.00 0.04 0.03
H -0.745 -0.940 5.389 -0.08 0.02 0.03
H -0.417 -2.167 4.180 0.02 0.01 -0.04
H -2.775 -0.193 3.987 0.05 0.01 0.05
H -2.883 -1.883 4.463 0.02 0.01 0.01
H -2.400 -1.451 2.829 0.07 -0.03 -0.01
H 1.018 2.138 3.862 0.00 0.00 -0.04
H 0.130 1.491 5.227 -0.07 0.06 0.02
H -1.164 2.443 2.587 0.05 0.00 0.01
H -1.098 3.412 4.061 0.03 -0.02 0.01
H -2.052 1.939 4.017 0.05 -0.03 0.03
```
Forces are in eV/Å.

energy	-140056.47265	eV
2S+1	1
total charge	0

Here are the Löwdin charges for atoms 1 to 6, given in e: 1.32 -0.09 -0.36 -0.09 -0.20 -0.25